Entry 1:
Formula: C34H67N6O8PS
Source: the OMol25 dataset
Level of theory: ωB97M-V with the def2-TZVPD basis set

Positions of all 117 atoms, in Å:
O (5.3615, -1.2565, 0.4129)
C (4.8827, -0.0273, 0.6205)
O (4.0611, 0.5265, -0.4697)
C (4.3199, 2.0036, -0.4188)
P (5.9177, 2.0901, -1.5283)
S (7.5730, 1.9582, -0.4928)
C (4.4888, 2.1652, 1.2038)
C (3.4163, 3.0550, 2.0665)
C (1.8464, 2.6166, 1.8918)
C (1.5734, 1.0004, 1.8588)
C (0.9560, 0.6425, 0.3741)
C (1.0393, -0.9601, 0.0214)
C (0.1199, -1.8268, 1.1148)
C (-1.4942, -1.5482, 0.9515)
C (-2.2231, -1.2115, 2.3941)
C (-2.6426, 0.3730, 2.3893)
C (-2.4837, 1.1195, 3.8635)
C (-2.2155, 2.7414, 3.5896)
C (-3.5664, 3.4392, 2.9518)
N (-3.3586, 3.8048, 1.4985)
C (-2.8813, 5.1194, 0.8901)
C (-2.8552, 5.0730, -0.7487)
C (-3.3336, 3.5582, -1.1546)
C (-3.6125, 2.8839, 0.3138)
O (5.0037, 0.8874, 1.7875)
H (3.4863, 2.6580, -0.9656)
H (5.9030, 0.9049, -2.3969)
H (5.9510, 3.2886, -2.3403)
H (5.4689, 2.8414, 1.2803)
H (3.5059, 4.1756, 1.6663)
H (3.7492, 3.1234, 3.2110)
H (1.2763, 3.0291, 2.8563)
H (1.3042, 3.0967, 0.9679)
H (2.4825, 0.3361, 2.1800)
H (0.6965, 0.7781, 2.6370)
H (-0.1626, 0.9843, 0.3402)
H (1.5280, 1.3011, -0.4395)
H (0.6001, -1.0821, -1.0783)
H (2.1433, -1.3415, 0.0974)
H (0.4894, -1.6725, 2.2179)
H (0.2976, -2.9602, 0.8469)
H (-1.9946, -2.5576, 0.5577)
H (-1.7498, -0.7436, 0.1078)
H (-1.4557, -1.4501, 3.2697)
H (-3.1448, -1.9367, 2.5184)
H (-3.8029, 0.4375, 2.1259)
H (-2.0240, 0.9489, 1.5577)
H (-1.5516, 0.7448, 4.4671)
H (-3.4647, 0.9364, 4.4856)
H (-1.3914, 2.7871, 2.7417)
H (-1.8912, 3.2781, 4.5829)
H (-4.4446, 2.6700, 3.0452)
H (-3.8552, 4.3867, 3.5763)
H (-2.5846, 6.0779, 1.5328)
H (-2.5665, 5.9375, -1.4841)
H (-3.4531, 3.1174, -2.2325)
H (-3.9702, 1.7557, 0.2882)
C (-7.4380, 3.0672, -0.3276)
N (-6.9408, 3.2784, 1.0116)
C (-7.6524, 3.6433, 2.1169)
C (-9.1323, 3.8589, 1.9539)
O (-7.0828, 3.7853, 3.1983)
H (-7.2113, 2.0387, -0.6175)
H (-6.9192, 3.7571, -0.9969)
H (-8.5133, 3.2338, -0.4005)
H (-5.9504, 3.1485, 1.1857)
H (-9.5742, 4.1451, 2.9102)
H (-9.3132, 4.6619, 1.2336)
H (-9.6069, 2.9335, 1.6152)
C (-0.2090, -6.0820, 2.4305)
N (-1.2029, -5.9003, 1.3987)
C (-1.5403, -6.7708, 0.4040)
C (-0.8084, -8.0840, 0.3483)
O (-2.4152, -6.4711, -0.4077)
H (-0.7071, -6.0124, 3.4001)
H (0.5268, -5.2798, 2.3405)
H (0.2963, -7.0454, 2.3528)
H (-1.7305, -5.0346, 1.3828)
H (-1.1751, -8.6792, -0.4902)
H (0.2615, -7.9068, 0.2066)
H (-0.9795, -8.6436, 1.2724)
C (8.5078, -4.2290, -2.0292)
N (7.3448, -4.6836, -2.7545)
C (6.0594, -4.2442, -2.6282)
C (5.7891, -3.1583, -1.6226)
O (5.1690, -4.7333, -3.3225)
H (9.2335, -3.8490, -2.7517)
H (8.9347, -5.0834, -1.4990)
H (8.2670, -3.4432, -1.3123)
H (7.4622, -5.4148, -3.4471)
H (4.7274, -2.9043, -1.6255)
H (6.0606, -3.5041, -0.6211)
H (6.3612, -2.2626, -1.8810)
C (-2.0097, -6.1878, -6.3081)
N (-1.4914, -7.1556, -5.3699)
C (-1.6532, -7.1726, -4.0154)
C (-2.4621, -6.0658, -3.3955)
O (-1.1464, -8.0712, -3.3447)
H (-2.6463, -6.7132, -7.0236)
H (-1.1654, -5.7368, -6.8344)
H (-2.5886, -5.4048, -5.8171)
H (-0.9376, -7.9264, -5.7267)
H (-2.5108, -6.2017, -2.3134)
H (-1.9911, -5.1008, -3.6035)
H (-3.4806, -6.0829, -3.7938)
C (1.7318, 7.3881, -2.2118)
N (1.4755, 6.7119, -0.9619)
C (2.3888, 6.2851, -0.0427)
C (3.8431, 6.5334, -0.3371)
O (2.0133, 5.7193, 0.9835)
H (1.2210, 8.3534, -2.1885)
H (1.3216, 6.7784, -3.0200)
H (2.7967, 7.5476, -2.3849)
H (0.5140, 6.5157, -0.7066)
H (4.4591, 6.1438, 0.4756)
H (4.1266, 6.0241, -1.2625)
H (4.0253, 7.6083, -0.4263)

The orbital gap comes out at 8.11 eV. The LUMO energy comes out at 0.083 eV.


Entry 2:
Formula: C35H42N9O2Pd
Source: the OMol25 dataset
Level of theory: ωB97M-V with the def2-TZVPD basis set

Positions of all 89 atoms, in Å:
Pd (-0.3838, 0.0921, 0.3740)
C (2.9036, 0.4160, -0.2302)
N (1.6252, 1.0334, 0.0706)
C (1.5430, 2.3149, 0.0647)
C (0.3386, 2.9780, 0.4593)
C (-0.0018, 4.3297, 0.4775)
C (-1.3287, 4.3848, 0.9388)
C (-1.7152, 3.0573, 1.1753)
N (-0.7137, 2.2129, 0.8895)
C (3.7724, 0.2158, 0.9947)
C (3.5430, 0.8855, 2.1893)
C (4.3767, 0.6806, 3.2835)
C (5.4491, -0.1916, 3.1921)
C (5.6902, -0.8560, 1.9956)
C (4.8555, -0.6551, 0.9089)
H (3.4485, 1.0178, -0.9672)
H (2.7195, -0.5566, -0.6889)
H (2.4056, 2.9206, -0.2229)
H (0.6434, 5.1579, 0.2260)
H (-1.9042, 5.2699, 1.1680)
H (-2.6634, 2.6954, 1.5489)
H (2.7161, 1.5810, 2.2657)
H (4.1951, 1.2166, 4.2073)
H (6.0990, -0.3485, 4.0426)
H (6.5294, -1.5342, 1.9122)
H (5.0436, -1.1837, -0.0195)
N (-0.5574, 0.7223, 4.7041)
C (0.2829, 0.3234, 3.7449)
N (-0.4146, -0.0921, 2.7124)
C (-1.7077, 0.0873, 3.1040)
N (-1.8373, 0.5777, 4.3125)
C (-2.8294, -0.2432, 2.2176)
C (-4.1571, -0.1251, 2.6012)
N (-5.1466, -0.4625, 1.7815)
C (-4.8090, -0.9248, 0.5858)
C (-3.4838, -1.0218, 0.1808)
N (-2.4997, -0.6779, 0.9975)
H (-0.3470, 1.0814, 5.6206)
H (1.3581, 0.3321, 3.8317)
H (-4.4149, 0.2507, 3.5834)
H (-5.6104, -1.2180, -0.0805)
H (-3.2133, -1.3694, -0.8067)
C (1.1064, -1.0736, -3.2974)
C (0.3424, -2.3942, -3.1845)
C (-1.1674, -2.1747, -3.0834)
C (0.8941, -3.2748, -2.0863)
C (1.6186, -4.3949, -2.4315)
C (2.1142, -5.2767, -1.4760)
C (1.8536, -5.0653, -0.1253)
C (1.1440, -3.9705, 0.3119)
C (0.8695, -3.7981, 1.7873)
C (1.7153, -2.6708, 2.3884)
C (-0.6169, -3.6251, 2.1081)
C (0.7005, -3.0066, -0.6751)
N (0.1564, -1.8903, -0.2652)
H (0.7251, -0.4933, -4.1395)
H (2.1717, -1.2504, -3.4571)
H (0.9749, -0.4641, -2.4057)
H (0.5186, -2.9567, -4.1054)
H (-1.4228, -1.5340, -2.2425)
H (-1.6982, -3.1242, -2.9879)
H (-1.5230, -1.6777, -3.9880)
H (1.7858, -4.5995, -3.4820)
H (2.6765, -6.1470, -1.7870)
H (2.2049, -5.7831, 0.6059)
H (1.1903, -4.7356, 2.2492)
H (1.4557, -1.7071, 1.9461)
H (2.7821, -2.8423, 2.2283)
H (1.5392, -2.6050, 3.4644)
H (-0.9895, -2.6578, 1.7719)
H (-0.7672, -3.6838, 3.1878)
H (-1.2192, -4.4065, 1.6415)
O (-0.8061, 0.9698, -1.6468)
C (-1.8404, 1.6753, -1.7201)
O (-2.9841, 1.4481, -1.2958)
C (-1.6343, 3.0418, -2.3927)
N (-2.6852, 3.9256, -1.7999)
C (-3.1558, 4.8831, -2.8374)
C (-2.9763, 4.1366, -4.1606)
C (-1.9136, 3.0442, -3.9040)
H (-0.6562, 3.4326, -2.1232)
H (-2.3192, 4.3637, -0.9475)
H (-3.3960, 3.2236, -1.4958)
H (-2.5283, 5.7702, -2.7785)
H (-4.1829, 5.1669, -2.6225)
H (-2.6588, 4.8297, -4.9365)
H (-3.9169, 3.6967, -4.4855)
H (-0.9972, 3.2335, -4.4572)
H (-2.2838, 2.0678, -4.2132)

Its charge is +1. Its expectation value of S² is 6.07. The orbital gap (alpha / beta) comes out at 7.95 / 6.71 eV. The LUMO energy (alpha / beta) comes out at -2.374 / -3.588 eV. Its energy above the lowest of the compared OMol25 structures with the same formula, charge and spin is 2.5 kJ/mol. The multiplicity is 5.


Entry 3:
Formula: C33H85N7O13S6
Source: the OMol25 dataset
Level of theory: ωB97M-V with the def2-TZVPD basis set

Positions of all 144 atoms, in Å:
C (6.6255, -1.8683, -1.7772)
C (5.6055, -0.7913, -1.4395)
O (4.4243, -1.0948, -1.2738)
N (6.0609, 0.4584, -1.4136)
C (5.2076, 1.6245, -1.2163)
H (6.6271, -2.1156, -2.8392)
H (6.5214, -2.7596, -1.1653)
H (7.6420, -1.5047, -1.5938)
H (6.9696, 0.6596, -1.7953)
H (5.1856, 2.2030, -2.1413)
H (5.5571, 2.2480, -0.3975)
H (4.1750, 1.3438, -1.0195)
C (4.6780, 0.7508, 2.1235)
C (3.2552, 0.9361, 1.6835)
O (2.4689, -0.0098, 1.6546)
N (2.9223, 2.1670, 1.2417)
C (1.5815, 2.6155, 0.9465)
H (5.2348, 1.5590, 1.6401)
H (5.0515, -0.1752, 1.6920)
H (4.8511, 0.8229, 3.1921)
H (3.6303, 2.8790, 1.2088)
H (1.1831, 3.1946, 1.7823)
H (0.9008, 1.8318, 0.6262)
H (1.5676, 3.3262, 0.1149)
C (3.7821, -2.1102, -5.1851)
C (3.0645, -3.3182, -4.6012)
O (2.7230, -4.2550, -5.3185)
N (3.0944, -3.4018, -3.2649)
C (2.6045, -4.6020, -2.6073)
H (4.4139, -1.6218, -4.4412)
H (3.0496, -1.3363, -5.4315)
H (4.3073, -2.4297, -6.0788)
H (3.6379, -2.7283, -2.7467)
H (2.0988, -5.2858, -3.2770)
H (1.9078, -4.3564, -1.8023)
H (3.4434, -5.1238, -2.1408)
C (1.2586, -1.0389, -1.2383)
C (-0.1633, -0.6028, -0.8873)
O (-1.0873, -0.6540, -1.6974)
N (-0.3457, -0.2186, 0.3919)
C (-1.4748, 0.5851, 0.8288)
H (1.8977, -1.0727, -0.3528)
H (1.7961, -0.3721, -1.9125)
H (1.2945, -2.0546, -1.6351)
H (0.4444, -0.2884, 1.0303)
H (-1.6040, 0.4696, 1.9032)
H (-2.4087, 0.3027, 0.3533)
H (-1.2364, 1.6331, 0.6224)
C (-1.7164, 1.7451, -1.6377)
C (-2.8685, 1.5955, -2.6133)
O (-3.2879, 2.5789, -3.2239)
N (-3.4143, 0.3769, -2.6928)
C (-4.5041, 0.0004, -3.5511)
H (-1.7546, 2.7495, -1.2247)
H (-0.7679, 1.5045, -2.1129)
H (-1.8176, 1.0305, -0.8179)
H (-3.0266, -0.3441, -2.0993)
H (-4.3205, -0.7181, -4.3498)
H (-4.9817, 0.8956, -3.9437)
H (-5.2797, -0.4719, -2.9372)
C (3.4808, -0.9177, 5.7556)
C (2.0610, -1.4451, 5.6806)
O (1.5172, -1.7413, 6.7359)
N (1.5404, -1.5185, 4.4453)
C (0.2143, -2.0975, 4.2240)
H (3.5119, 0.1684, 5.8472)
H (3.9915, -1.1313, 4.8062)
H (4.0920, -1.4060, 6.5075)
H (2.0704, -1.1630, 3.6668)
H (-0.0886, -1.7244, 3.2431)
H (-0.5121, -1.5796, 4.8515)
H (0.1818, -3.1776, 4.2972)
C (-3.9937, 2.9196, -0.9548)
C (-4.7118, 3.8014, 0.0218)
O (-4.6686, 3.5872, 1.2239)
N (-5.3913, 4.8564, -0.4891)
C (-6.1816, 5.7339, 0.3618)
H (-2.9449, 3.1987, -0.8353)
H (-4.3040, 2.9714, -1.9962)
H (-4.1437, 1.8985, -0.6057)
H (-5.4694, 4.9915, -1.4802)
H (-5.4763, 6.4091, 0.8537)
H (-6.6998, 5.1818, 1.1430)
H (-6.8811, 6.3181, -0.2287)
C (0.2426, 1.5737, 4.0483)
S (-0.2421, 3.3106, 4.2432)
O (1.0012, 4.1144, 4.0429)
C (-1.3203, 3.5068, 2.7472)
H (-0.6718, 0.9692, 4.0723)
H (0.7285, 1.2635, 4.9736)
H (0.8153, 1.3062, 3.1607)
H (-1.7066, 4.5234, 2.6958)
H (-2.1578, 2.8151, 2.8114)
H (-0.7011, 3.3585, 1.8614)
C (1.2397, -6.1803, 1.6671)
S (0.5783, -4.5725, 1.1306)
O (-0.5816, -4.2368, 2.0305)
C (2.0221, -3.5653, 1.7236)
H (1.9184, -6.0803, 2.5118)
H (1.7862, -6.5207, 0.7857)
H (0.4436, -6.8663, 1.9416)
H (2.8142, -3.4606, 0.9818)
H (2.3755, -4.0198, 2.6454)
H (1.6572, -2.5564, 1.9044)
C (-2.9116, -2.5958, 1.0863)
S (-3.9204, -2.0899, 2.5210)
O (-3.1315, -0.9386, 3.0559)
C (-5.3105, -1.4151, 1.5436)
H (-1.8366, -2.5058, 1.2532)
H (-3.0447, -1.8614, 0.2911)
H (-3.0082, -3.6685, 0.9279)
H (-4.9394, -0.6386, 0.8656)
H (-6.0903, -0.9432, 2.1380)
H (-5.7787, -2.1307, 0.8646)
C (2.5583, 1.1398, -3.8548)
S (2.0122, 2.6656, -2.9838)
O (3.0003, 3.7342, -3.4019)
C (0.5235, 3.0002, -3.9292)
H (2.1270, 0.1925, -3.5247)
H (3.6341, 1.0650, -3.6859)
H (2.4668, 1.1389, -4.9442)
H (0.0684, 2.0277, -4.1125)
H (0.8113, 3.4808, -4.8619)
H (-0.1126, 3.6488, -3.3334)
C (-0.5823, -1.7221, -4.0586)
S (-1.2649, -3.1830, -4.9497)
O (-2.7379, -3.0113, -4.9071)
C (-0.7864, -2.6572, -6.6046)
H (-1.0487, -1.6249, -3.0779)
H (-0.8449, -0.8445, -4.6571)
H (0.5003, -1.6759, -3.9188)
H (0.2594, -2.3436, -6.6001)
H (-1.3990, -1.8151, -6.9271)
H (-0.9138, -3.4838, -7.2997)
C (-4.9870, 2.5807, 6.1487)
S (-4.1531, 1.2080, 5.2851)
O (-2.6949, 1.5693, 5.2753)
C (-4.7072, 1.6471, 3.6029)
H (-5.0535, 3.4691, 5.5139)
H (-4.4387, 2.8486, 7.0461)
H (-6.0431, 2.3484, 6.3049)
H (-4.0600, 1.2340, 2.8317)
H (-4.5927, 2.7254, 3.5201)
H (-5.6902, 1.2448, 3.3610)

The orbital gap comes out at 8.19 eV. The LUMO energy comes out at -0.037 eV. Its energy above the lowest of the compared OMol25 structures with the same formula, charge and spin is 296.3 kJ/mol.


Entry 4:
Formula: C18H22N6O6Pd
Source: the OMol25 dataset
Level of theory: ωB97M-V with the def2-TZVPD basis set

Positions of all 53 atoms, in Å:
Pd (0.6284, 0.3289, 0.2455)
O (4.2404, 5.1075, -0.1119)
C (4.9877, 4.0541, -0.1631)
O (6.1930, 4.0695, -0.2034)
C (4.3306, 2.6962, -0.1591)
C (5.0649, 1.5167, -0.1523)
N (4.1917, 0.5065, -0.1291)
N (2.9295, 0.9476, -0.1228)
C (2.9806, 2.2815, -0.1379)
C (1.7039, 3.0902, -0.1656)
O (1.7635, 4.3104, -0.2248)
O (0.6130, 2.4336, -0.1382)
H (3.2445, 4.9543, -0.1379)
H (6.1298, 1.3873, -0.1599)
H (4.3985, -0.4839, -0.1429)
O (1.7112, 0.7999, 2.8534)
C (0.8991, 0.2656, 2.2671)
C (-3.6401, 2.1714, 0.8720)
C (-2.1570, 1.7502, 0.9721)
N (-1.8810, 0.6515, 0.0442)
C (-2.2025, 1.0772, -1.3162)
C (-3.7129, 1.3902, -1.4281)
N (-4.3100, 1.2505, -0.0777)
C (-4.1837, -0.1460, 0.4030)
C (-2.6809, -0.5133, 0.4121)
H (-3.7411, 3.1933, 0.5017)
H (-4.1369, 2.1076, 1.8426)
H (-1.9134, 1.4195, 1.9855)
H (-1.4979, 2.5861, 0.7203)
H (-1.9262, 0.2843, -2.0162)
H (-1.6010, 1.9606, -1.5471)
H (-4.2158, 0.7002, -2.1083)
H (-3.8807, 2.4062, -1.7902)
H (-5.3027, 1.4954, -0.1307)
H (-4.7515, -0.8035, -0.2565)
H (-4.6172, -0.2138, 1.4025)
H (-2.4724, -1.3229, -0.2920)
H (-2.3719, -0.8423, 1.4074)
N (1.6093, -5.4508, 1.8164)
C (0.6417, -5.3980, 0.8880)
O (-0.2380, -6.2098, 0.7553)
C (0.6537, -4.1771, -0.0121)
C (0.5854, -4.3277, -1.3941)
C (0.4676, -3.1953, -2.1865)
C (0.4129, -1.9569, -1.5676)
N (0.4765, -1.8125, -0.2406)
C (0.5923, -2.8961, 0.5228)
H (1.6625, -6.2762, 2.3972)
H (2.3759, -4.8013, 1.8621)
H (0.6206, -5.3113, -1.8357)
H (0.4183, -3.2682, -3.2622)
H (0.3016, -1.0435, -2.1540)
H (0.6083, -2.7436, 1.5937)

Its charge is +2. The orbital gap (alpha / beta) comes out at 5.55 / 5.39 eV. The LUMO energy (alpha / beta) comes out at -8.663 / -8.829 eV. Its energy above the lowest of the compared OMol25 structures with the same formula, charge and spin is 187.7 kJ/mol.